[1]
Formula: C5H14N2
Source: the OMol25 dataset
Level of theory: ωB97M-V/def2-TZVPD

The calculation puts the strongest force on any atom at 0.1113 hartree/bohr. The lowest unoccupied orbital energy is 0.0357 hartree. The gap between HOMO and LUMO comes out at 9.48 eV. The calculation puts the HOMO energy at -8.51 eV. The value obtained for the total energy is -8389.9441 eV.

Geometry (Å):
C1 -2.33437 -2.00519 0.09253
C2 -1.87116 -0.48514 0.00053
C3 -0.84714 -0.31325 -1.11202
C4 0.64371 -0.64969 -0.78906
N1 0.98730 -0.06003 0.54243
C5 1.04160 1.36039 0.81897
N2 2.32403 2.20755 0.52627
H1 -2.74695 -2.39335 -0.85426
H2 -1.60613 -2.62609 0.35732
H3 -3.18759 -1.99342 0.79383
H4 -2.77988 0.23792 -0.22842
H5 -1.55262 0.02319 1.06745
H6 -0.81846 0.73808 -1.46920
H7 -1.09367 -0.86404 -1.98676
H8 0.68074 -1.73849 -0.91922
H9 1.44551 -0.24766 -1.57604
H10 1.76320 -0.50001 1.15992
H11 0.91103 1.47688 1.84182
H12 0.42442 1.77826 0.07194
H13 2.44790 2.06303 -0.55302
H14 3.13731 1.57042 0.74807

Here are the Mulliken charges for atoms 1 to 6, given in e:
1 C -1.264
2 C -0.155
3 C -0.799
4 C -0.577
5 N -0.228
6 C -0.874

=====

[2]
Formula: C5H14N2
Source: the OMol25 dataset
Level of theory: ωB97M-V/def2-TZVPD

The calculation puts the strongest force on any atom at 0.0818 hartree/bohr. The lowest unoccupied orbital energy is 0.0392 hartree. The gap between HOMO and LUMO comes out at 10.39 eV. The calculation puts the HOMO energy at -9.32 eV. The value obtained for the total energy is -8390.0748 eV.

Geometry (Å):
N1 0.16276 1.67557 0.72285
C1 0.28305 0.58957 -0.24376
C2 -0.65348 -0.62369 -0.17887
C3 -1.22862 -0.98541 1.22653
C4 -0.26867 -2.11135 1.78136
C5 0.20102 0.97264 -1.68632
N2 1.68470 1.28140 -2.02129
H1 -0.81218 2.09004 0.62887
H2 0.92888 2.29656 0.38522
H3 1.29452 0.10540 -0.12720
H4 0.02040 -1.48709 -0.43104
H5 -1.47985 -0.60738 -0.96115
H6 -1.38208 -0.10029 1.92724
H7 -2.21918 -1.49022 1.17091
H8 -0.76495 -3.07554 1.71470
H9 0.05167 -1.80559 2.83402
H10 0.66909 -2.13323 1.21318
H11 -0.70736 1.59468 -1.79541
H12 -0.10582 0.08624 -2.26344
H13 2.36430 1.57652 -1.23629
H14 1.96182 2.15117 -2.66010

Here are the Mulliken charges for atoms 1 to 6, given in e:
1 N -0.624
2 C 0.189
3 C -1.400
4 C -0.263
5 C -1.148
6 C -0.574

=====

[3]
Formula: C5H14N2
Source: the OMol25 dataset
Level of theory: ωB97M-V/def2-TZVPD

The calculation puts the strongest force on any atom at 0.0683 hartree/bohr. The lowest unoccupied orbital energy is 0.0372 hartree. The gap between HOMO and LUMO comes out at 9.29 eV. The calculation puts the HOMO energy at -8.27 eV. The value obtained for the total energy is -8390.2584 eV.

Geometry (Å):
C1 -0.48293 -0.16448 -0.55006
N1 0.77453 -0.86503 -0.26572
C2 1.07825 -1.76612 -1.38066
C3 1.95292 -0.12790 0.33746
C4 -0.75031 0.85884 0.55959
C5 -1.94843 1.76564 0.33186
N2 -0.94500 0.03994 1.75966
H1 -1.41084 -0.82595 -0.63306
H2 -0.23642 0.34617 -1.57815
H3 0.67648 -2.72575 -1.41816
H4 0.80182 -1.30596 -2.34900
H5 2.13644 -1.84235 -1.59832
H6 1.46309 0.24726 1.20701
H7 2.40796 0.66495 -0.20381
H8 2.69962 -0.87091 0.62810
H9 0.12030 1.50323 0.80487
H10 -2.99123 1.26541 0.45007
H11 -1.82579 2.56499 1.05131
H12 -1.87551 2.30385 -0.71492
H13 -1.63570 -0.80645 1.51046
H14 -0.00925 -0.25940 2.05146

Here are the Mulliken charges for atoms 1 to 6, given in e:
1 C -0.608
2 N 0.085
3 C -1.081
4 C -1.120
5 C 0.089
6 C -1.362

=====

[4]
Formula: C5H14N2
Source: the OMol25 dataset
Level of theory: ωB97M-V/def2-TZVPD

The calculation puts the strongest force on any atom at 0.0689 hartree/bohr. The lowest unoccupied orbital energy is 0.0411 hartree. The gap between HOMO and LUMO comes out at 9.57 eV. The calculation puts the HOMO energy at -8.45 eV. The value obtained for the total energy is -8390.3990 eV.

Geometry (Å):
N1 1.14823 0.20453 1.31300
C1 0.88435 -0.33825 0.00925
C2 -0.45313 0.15944 -0.63993
C3 -0.70055 1.62348 -0.29810
C4 -2.19930 2.18194 -0.31514
C5 0.68412 -1.91466 0.09592
N2 1.91296 -2.55705 -0.30857
H1 0.30314 0.63182 1.74098
H2 1.85571 -0.06595 1.96153
H3 1.66143 -0.16002 -0.67972
H4 -0.33779 -0.00523 -1.67113
H5 -1.35432 -0.27282 -0.21277
H6 -0.15810 2.13310 -1.06136
H7 -0.36215 1.91098 0.70347
H8 -2.89890 1.81665 0.38192
H9 -2.37115 3.18350 -0.06046
H10 -2.47806 1.76585 -1.24758
H11 0.51090 -2.16853 1.09624
H12 -0.05132 -2.16346 -0.61871
H13 2.73392 -2.42551 0.33904
H14 1.67003 -3.53980 -0.52789

Here are the Mulliken charges for atoms 1 to 6, given in e:
1 N -0.560
2 C 0.421
3 C -1.113
4 C -0.314
5 C -1.483
6 C -0.824

=====

[5]
Formula: C5H14N2
Source: the OMol25 dataset
Level of theory: ωB97M-V/def2-TZVPD

The calculation puts the strongest force on any atom at 0.0904 hartree/bohr. The lowest unoccupied orbital energy is 0.0406 hartree. The gap between HOMO and LUMO comes out at 10.18 eV. The calculation puts the HOMO energy at -9.07 eV. The value obtained for the total energy is -8389.6428 eV.

Geometry (Å):
C1 1.30588 -1.51513 1.16416
C2 -0.00488 -1.42047 0.28020
C3 0.14355 -0.38292 -0.88043
C4 -0.82144 0.79239 -0.76609
C5 -0.24642 3.15447 -0.06627
N1 -0.07117 1.69467 0.33399
N2 -0.34202 -2.69966 -0.39143
H1 2.13739 -1.59080 0.40611
H2 1.09038 -2.40791 1.89923
H3 1.44596 -0.85220 1.97389
H4 -0.82673 -1.14920 0.94235
H5 1.13937 -0.07055 -1.12352
H6 -0.34119 -0.86438 -1.73992
H7 -1.08956 1.32460 -1.81913
H8 -1.84415 0.40985 -0.51402
H9 -1.01682 3.50330 -0.68201
H10 -0.31239 3.68678 0.83422
H11 0.63999 3.32267 -0.60569
H12 -0.67609 1.40188 1.07229
H13 0.63450 -3.05027 -0.55002
H14 -0.94416 -3.28712 0.23211

Here are the Mulliken charges for atoms 1 to 6, given in e:
1 C -1.264
2 C 0.011
3 C -0.677
4 C -0.716
5 C -1.020
6 N -0.382

=====

[6]
Formula: C5H14N2
Source: the OMol25 dataset
Level of theory: ωB97M-V/def2-TZVPD

The calculation puts the strongest force on any atom at 0.0763 hartree/bohr. The lowest unoccupied orbital energy is 0.0418 hartree. The gap between HOMO and LUMO comes out at 9.65 eV. The calculation puts the HOMO energy at -8.51 eV. The value obtained for the total energy is -8389.9779 eV.

Geometry (Å):
C1 -2.40011 -1.09873 0.77659
N1 -1.04466 -0.67793 1.05675
C2 -0.00594 -0.46369 0.08645
C3 1.02467 0.59040 0.54737
C4 1.47644 1.33033 -0.75333
N2 0.42250 2.25959 -1.20323
C5 0.73716 -1.78197 -0.33002
H1 -3.04582 -1.51488 1.57527
H2 -2.52163 -2.06743 -0.02184
H3 -3.04023 -0.20587 0.43344
H4 -0.61446 -1.31884 1.70977
H5 -0.58478 -0.05346 -0.82503
H6 1.86903 -0.00060 0.95014
H7 0.51206 1.28684 1.19986
H8 1.71889 0.41848 -1.49944
H9 2.37292 1.88205 -0.52675
H10 -0.55669 2.10890 -1.09374
H11 0.67472 3.12778 -1.51776
H12 0.16453 -2.59081 0.26766
H13 0.69444 -2.09262 -1.38424
H14 1.71887 -1.50926 -0.20442

Here are the Mulliken charges for atoms 1 to 6, given in e:
1 C -0.799
2 N -0.372
3 C 0.287
4 C -0.928
5 C -0.281
6 N -0.392

=====

[7]
Formula: C5H14N2
Source: the OMol25 dataset
Level of theory: ωB97M-V/def2-TZVPD

Its spin multiplicity is 2. The calculation puts the strongest force on any atom at 0.0631 hartree/bohr. As for the total charge: +1. The lowest unoccupied orbital energy (alpha / beta) is -0.2165 / -0.2722 hartree. The gap between HOMO and LUMO (alpha / beta) comes out at 8.98 / 7.59 eV. The calculation puts the HOMO energy (alpha / beta) at -14.87 / -14.99 eV. The value obtained for the total energy is -8380.5756 eV.

Geometry (Å):
C1 -2.90600 -0.66506 1.60941
N1 -0.68466 1.57631 -0.12335
C2 2.32604 0.71623 0.59710
C3 0.93559 0.07338 0.76732
C4 -0.01408 0.49757 -0.43136
C5 -0.19373 -0.48895 -1.58041
N2 0.97969 -0.72629 -2.40806
H1 -3.41531 -0.01963 0.89971
H2 -1.84196 -0.43760 1.50472
H3 -3.11608 -1.71542 1.44114
H4 -3.15089 -0.45041 2.64356
H5 2.97296 0.44059 1.42939
H6 2.81261 0.48498 -0.34334
H7 2.24071 1.79907 0.72973
H8 0.43683 0.49837 1.63123
H9 1.02389 -1.01016 0.75640
H10 0.31192 1.63882 -0.83711
H11 -1.01972 -0.16623 -2.21500
H12 -0.55024 -1.39570 -1.08266
H13 1.02249 0.00117 -3.10788
H14 1.82991 -0.65101 -1.88055

Here are the Mulliken charges for atoms 1 to 6, given in e:
1 C -0.698
2 N -0.309
3 C -1.316
4 C -0.357
5 C 0.776
6 C -0.826

=====

[8]
Formula: C5H14N2
Source: the OMol25 dataset
Level of theory: ωB97M-V/def2-TZVPD

The calculation puts the strongest force on any atom at 0.0949 hartree/bohr. As for the total charge: +2. The lowest unoccupied orbital energy is -0.3628 hartree. The gap between HOMO and LUMO comes out at 11.79 eV. The calculation puts the HOMO energy at -21.67 eV. The value obtained for the total energy is -8371.1219 eV.

Geometry (Å):
C1 -0.78956 -0.10649 0.70976
C2 -2.92620 -0.34984 -0.22827
C3 1.13857 -1.12485 -0.59084
C4 1.74092 0.26921 1.41574
C5 1.03116 1.22112 -0.72201
N1 -1.57419 0.07134 -0.22009
N2 0.90918 0.06153 0.18358
H1 -0.99024 -0.54205 1.72363
H2 -3.42468 -0.23093 0.66393
H3 -2.95573 -1.35043 -0.48794
H4 -3.54698 0.25749 -0.97864
H5 0.68610 -0.87616 -1.59316
H6 2.19598 -1.27177 -0.69811
H7 0.59633 -2.01647 -0.23275
H8 1.48009 -0.40158 2.16323
H9 2.91226 0.13937 1.38611
H10 1.59808 1.24538 1.74115
H11 0.53079 2.23857 -0.42422
H12 2.08737 1.29261 -0.90529
H13 0.54845 1.00112 -1.72922
H14 -1.24769 0.47284 -1.17660

Here are the Mulliken charges for atoms 1 to 6, given in e:
1 C 0.061
2 C -0.909
3 C -0.663
4 C -0.937
5 C -1.065
6 N 0.045

=====

[9]
Formula: C5H14N2
Source: the OMol25 dataset
Level of theory: ωB97M-V/def2-TZVPD

The calculation puts the strongest force on any atom at 0.0377 hartree/bohr. As for the total charge: +2. The lowest unoccupied orbital energy is -0.2524 hartree. The gap between HOMO and LUMO comes out at 11.76 eV. The calculation puts the HOMO energy at -18.63 eV. The value obtained for the total energy is -8375.1364 eV.

Geometry (Å):
C1 -0.93413 -0.86081 2.51668
C2 -0.13430 -0.02752 1.54158
C3 0.00811 -0.69368 0.19366
C4 0.78641 -0.03384 -0.89479
C5 0.54811 -0.28405 -2.17856
N1 1.32332 0.30592 -3.28050
N2 -0.91453 1.31429 1.34662
H1 -0.84070 -0.50561 3.54407
H2 -2.02442 -0.77522 2.39798
H3 -0.73794 -1.91548 2.36728
H4 0.78054 0.33680 1.99735
H5 -0.90858 -1.15684 -0.19893
H6 0.49762 -1.67045 0.36392
H7 1.59784 0.63053 -0.60154
H8 -0.15072 -1.04805 -2.49320
H9 0.82991 1.11659 -3.64778
H10 1.49850 -0.33322 -4.05650
H11 2.19087 0.69798 -2.91994
H12 -0.32177 2.11671 1.21283
H13 -1.46080 1.56872 2.16688
H14 -1.63335 1.21724 0.62289

Here are the Mulliken charges for atoms 1 to 6, given in e:
1 C -1.417
2 C 0.237
3 C -1.176
4 C -0.290
5 C -0.229
6 N -0.241

=====

[10]
Formula: C5H14N2O
Source: the OMol25 dataset
Level of theory: ωB97M-V/def2-TZVPD

The calculation puts the strongest force on any atom at 0.0230 hartree/bohr. The lowest unoccupied orbital energy is 0.0369 hartree. The gap between HOMO and LUMO comes out at 10.16 eV. The calculation puts the HOMO energy at -9.16 eV. The value obtained for the total energy is -10439.3027 eV.

Geometry (Å):
C1 -1.72804 -1.69775 0.53772
O1 -3.01546 -1.31342 1.07297
C2 -0.64400 -0.66155 0.87470
C3 0.23806 -0.35658 -0.35279
C4 1.21924 0.80376 -0.10641
C5 1.07068 1.90770 -1.12496
N1 1.52053 1.44944 -2.42572
N2 0.04783 -1.00871 2.11666
H1 -1.46650 -2.65607 0.97483
H2 -1.92131 -1.72938 -0.53167
H3 -1.22061 0.23809 1.07512
H4 -0.47278 -0.05554 -1.11845
H5 0.73884 -1.28953 -0.62958
H6 2.25366 0.47437 -0.05044
H7 0.94905 1.20386 0.87314
H8 1.67666 2.76962 -0.83888
H9 0.03579 2.27953 -1.13962
H10 1.12437 0.55137 -2.67179
H11 1.38930 2.12234 -3.16760
H12 -2.95845 -1.30145 2.04510
H13 0.28467 -0.16881 2.62982
H14 0.87846 -1.56128 1.95783

Here are the Mulliken charges for atoms 1 to 6, given in e:
1 C -0.698
2 O -0.573
3 C -0.108
4 C -0.798
5 C -0.511
6 C -0.582

=====

[11]
Formula: C5H14N2O
Source: the OMol25 dataset
Level of theory: ωB97M-V/def2-TZVPD

The calculation puts the strongest force on any atom at 0.1346 hartree/bohr. The lowest unoccupied orbital energy is 0.0296 hartree. The gap between HOMO and LUMO comes out at 9.34 eV. The calculation puts the HOMO energy at -8.54 eV. The value obtained for the total energy is -10436.7966 eV.

Geometry (Å):
C1 0.44764 -0.65961 0.61627
C2 -0.99126 -0.07159 0.26819
C3 -1.09798 0.56117 -1.06555
C4 -2.24902 0.95418 -1.61510
N1 1.13025 0.06055 1.75794
C5 2.07318 1.10296 1.25119
N2 1.23999 2.38521 1.16135
H1 0.84650 -0.76659 -0.42031
H2 0.43957 -1.67069 1.01590
H3 -1.69345 -0.95160 0.40090
H4 -1.32913 0.57682 1.02511
H5 -0.19517 0.78552 -1.56876
H6 -2.15250 1.48159 -2.60384
H7 -3.20891 0.70634 -1.31902
H8 0.42511 0.36347 2.39108
H9 2.49892 0.89383 0.24812
H10 2.90713 1.00388 1.98507
H11 1.84073 3.26774 0.74959
H12 0.63930 2.15575 0.38526
H13 -0.51852 -3.74550 -2.23881
H14 -0.70179 -4.64200 -1.04023
O1 -0.35057 -3.79142 -1.38433

Here are the Mulliken charges for atoms 1 to 6, given in e:
1 C -0.703
2 C -0.521
3 C -0.103
4 C -0.954
5 N -0.433
6 C -0.288

=====

[12]
Formula: C5H14N2O
Source: the OMol25 dataset
Level of theory: ωB97M-V/def2-TZVPD

The calculation puts the strongest force on any atom at 0.0667 hartree/bohr. The lowest unoccupied orbital energy is -0.1317 hartree. The gap between HOMO and LUMO comes out at 4.09 eV. The calculation puts the HOMO energy at -7.67 eV. The value obtained for the total energy is -10432.2761 eV.

Geometry (Å):
C1 1.91001 -1.14883 -0.42428
N1 2.87862 -0.92776 0.51711
C2 -3.48273 0.36704 -0.15506
O1 -2.26935 0.87942 -0.45026
C3 0.98250 0.11082 -0.73179
C4 0.89659 0.97193 0.53393
C5 0.20987 0.22240 1.74288
N2 -0.26984 -0.41715 -1.12207
H1 1.19470 -1.99403 -0.27790
H2 2.39187 -1.29150 -1.41538
H3 3.15475 -1.80546 0.96214
H4 -3.75997 -0.57185 -0.68949
H5 -3.70753 0.28691 0.91943
H6 -4.38636 0.92524 -0.54015
H7 1.27444 0.84300 -1.51073
H8 0.35804 1.90175 0.38722
H9 1.92313 0.98443 0.89609
H10 -0.03633 0.81322 2.62754
H11 1.05075 -0.39840 2.13346
H12 -0.57699 -0.38880 1.30045
H13 -0.49755 -0.31043 -2.10647
H14 -1.15417 0.06359 -0.63867

Here are the Mulliken charges for atoms 1 to 6, given in e:
1 C -0.599
2 N -0.489
3 C -0.672
4 O -0.633
5 C 0.446
6 C -1.155